Below is a molecular structure, C44H35AsN5O2SSn, with properties calculated with ωB97M-V with the def2-TZVPD basis set.

As for the HOMO energy: -10.08 eV. The calculation puts the molar mass at 891.5 g mol⁻¹. Its charge is +1. The frontier orbital gap comes out at 6.74 eV. The energy above the lowest of the compared OMol25 structures with the same formula, charge and spin is 1.210 eV. The value obtained for the LUMO energy is -3.338 eV. The electronic energy is -4970.03009 a.u.

Positions of all 89 atoms, in Å:
Sn -0.704 0.644 -0.282
C -1.927 -0.596 2.677
O -1.293 0.533 2.061
C -0.682 1.464 2.887
C -0.500 1.307 4.249
C 0.134 2.316 4.967
C 0.554 3.477 4.331
C 0.326 3.638 2.974
C -0.283 2.626 2.253
N -0.593 2.668 0.870
N -0.759 3.801 0.380
C -1.370 3.926 -0.832
C -2.322 2.976 -1.293
O -2.423 1.766 -0.855
C -3.307 3.428 -2.232
C -3.200 4.628 -2.838
C -2.127 5.537 -2.540
C -1.952 6.735 -3.256
C -0.935 7.600 -2.936
C -0.076 7.296 -1.867
C -0.222 6.123 -1.164
C -1.245 5.214 -1.495
H -2.671 -0.268 3.399
H -2.412 -1.155 1.885
H -1.191 -1.228 3.166
H -0.849 0.420 4.764
H 0.293 2.186 6.032
H 1.048 4.260 4.893
H 0.615 4.545 2.457
H -4.105 2.736 -2.474
H -3.936 4.925 -3.584
H -2.631 6.964 -4.075
H -0.797 8.516 -3.502
H 0.723 7.986 -1.607
H 0.454 5.879 -0.350
C -1.449 -4.675 -1.685
N -2.049 -3.506 -2.328
C -3.287 -3.479 -2.966
C -3.457 -2.261 -3.470
N -2.322 -1.503 -3.131
C -1.430 -2.299 -2.414
S 0.098 -1.990 -1.777
C -2.093 -0.188 -3.666
C -2.815 0.205 -4.787
C -2.550 1.441 -5.346
C -1.572 2.244 -4.789
C -0.929 1.775 -3.663
N -1.193 0.591 -3.094
H -1.991 -5.559 -2.008
H -1.492 -4.590 -0.601
H -0.407 -4.750 -1.972
H -3.940 -4.335 -2.993
H -4.301 -1.855 -4.006
H -3.552 -0.445 -5.237
H -3.099 1.761 -6.224
H -1.324 3.216 -5.201
H -0.166 2.376 -3.177
C 4.356 -0.360 4.915
C 2.996 -0.559 5.124
C 2.192 -0.999 4.079
C 2.739 -1.263 2.826
C 4.103 -1.064 2.622
C 4.907 -0.613 3.665
As 1.526 -1.743 1.369
C 2.772 -2.549 0.128
C 3.585 -1.889 -0.783
C 4.359 -2.623 -1.674
C 4.311 -4.014 -1.647
C 3.488 -4.673 -0.740
C 2.707 -3.942 0.151
C 1.739 -4.507 1.128
C 1.476 -5.861 1.321
C 0.507 -6.261 2.235
C -0.203 -5.313 2.967
C 0.061 -3.960 2.785
C 1.033 -3.558 1.877
H 4.984 -0.009 5.727
H 2.560 -0.367 6.098
H 1.130 -1.143 4.252
H 4.545 -1.268 1.657
H 5.968 -0.460 3.500
H 3.613 -0.805 -0.812
H 4.990 -2.115 -2.393
H 4.915 -4.588 -2.342
H 3.455 -5.758 -0.735
H 2.027 -6.612 0.761
H 0.304 -7.317 2.378
H -0.961 -5.629 3.676
H -0.493 -3.229 3.359

Forces on atoms 1 to 6 (eV/Å):
0.02 0.27 -0.31
0.05 0.10 0.03
-0.35 -0.25 0.42
-0.09 -0.25 0.24
-0.02 -0.11 0.13
-0.04 -0.01 -0.07

---

Below is a molecular structure, C44H35BrCl5N12O2Pb, with properties calculated with ωB97M-V with the def2-TZVPD basis set.

As for the HOMO energy: -5.28 eV. The calculation puts the molar mass at 1228.2 g mol⁻¹. Its charge is -1. The frontier orbital gap comes out at 7.32 eV. The energy above the lowest of the compared OMol25 structures with the same formula, charge and spin is 0.000 eV. The value obtained for the LUMO energy is 2.045 eV. The electronic energy is -7573.07284 a.u.

Positions of all 100 atoms, in Å:
Pb -14.633 -17.268 9.592
C -11.922 -21.100 9.221
C -11.243 -21.093 7.975
C -11.484 -20.059 7.087
C -12.357 -19.045 7.407
N -13.004 -19.040 8.572
C -12.671 -20.006 9.533
N -12.441 -18.046 6.435
C -13.441 -17.213 6.459
N -14.684 -17.253 7.093
C -15.346 -16.145 6.789
N -16.510 -15.687 7.062
C -17.392 -16.311 7.877
C -18.718 -16.010 7.648
C -19.652 -16.629 8.411
C -19.331 -17.509 9.481
C -17.955 -17.697 9.615
N -17.028 -17.172 8.824
C -14.516 -15.264 5.897
C -14.755 -14.011 5.359
C -13.731 -13.457 4.554
C -12.597 -14.195 4.300
C -12.421 -15.491 4.780
C -13.390 -16.029 5.563
H -11.862 -21.913 10.016
H -10.458 -21.745 7.710
H -11.020 -20.015 6.131
H -13.221 -19.938 10.475
H -19.059 -15.339 6.882
H -20.717 -16.390 8.176
H -20.007 -17.961 10.136
H -17.607 -18.437 10.356
H -15.586 -13.508 5.861
H -13.835 -12.463 4.087
H -11.804 -13.678 3.721
H -11.514 -16.015 4.594
O -16.858 -20.006 14.567
C -17.210 -20.758 13.475
C -18.058 -21.803 13.594
C -18.354 -22.649 12.555
C -17.776 -22.379 11.299
C -16.880 -21.363 11.139
C -16.650 -20.495 12.230
C -15.807 -19.235 11.890
O -15.430 -19.149 10.583
N -14.611 -19.071 12.772
N -13.935 -17.919 12.522
C -13.333 -17.360 13.486
C -12.666 -16.061 13.294
Br -12.444 -15.286 11.591
C -12.225 -15.372 14.395
C -12.210 -15.867 15.831
C -10.999 -15.746 16.546
C -10.972 -16.171 17.812
C -12.108 -16.567 18.494
C -13.354 -16.574 17.854
C -13.345 -16.201 16.479
H -17.272 -19.147 14.663
H -18.468 -21.990 14.600
H -18.979 -23.493 12.628
H -17.907 -23.128 10.489
H -16.503 -21.101 10.117
H -16.510 -18.405 12.109
H -14.848 -19.215 13.775
H -13.140 -17.814 14.466
H -11.674 -14.389 14.226
H -10.104 -15.541 15.927
H -10.035 -16.076 18.302
H -11.939 -16.872 19.545
H -14.297 -16.754 18.351
H -14.278 -16.211 15.942
Cl -16.781 -14.266 10.697
C -18.229 -15.020 11.494
C -18.080 -16.128 12.285
C -19.241 -16.543 12.855
Cl -19.139 -17.988 13.766
C -20.496 -15.908 12.747
Cl -21.837 -16.466 13.692
C -20.619 -14.856 11.865
Cl -22.141 -14.306 11.288
C -19.443 -14.386 11.227
Cl -19.562 -12.900 10.333
N -15.724 -12.633 13.221
C -15.461 -13.979 13.769
C -16.475 -14.415 14.771
N -16.347 -15.858 14.930
H -15.556 -11.900 13.868
H -16.656 -12.542 12.866
H -15.125 -12.376 12.289
H -14.450 -14.031 14.176
H -15.407 -14.638 12.933
H -16.415 -13.883 15.724
H -17.482 -14.160 14.349
H -16.611 -16.325 14.055
H -16.875 -16.187 15.732
N -14.336 -11.793 11.219
C -14.255 -12.219 10.117
N -14.146 -12.506 8.870
C -13.630 -13.699 8.661
N -13.130 -14.717 8.348

Forces on atoms 1 to 6 (eV/Å):
-0.08 -0.37 0.15
0.97 -1.00 0.80
-0.89 1.29 0.31
0.63 -1.57 0.83
-0.89 0.58 -0.25
0.89 -0.52 2.08

---

Below is a molecular structure, C44H35F5IrN3P2, with properties calculated with ωB97M-V with the def2-TZVPD basis set.

As for the HOMO energy (alpha / beta): -10.26 / -10.23 eV. The calculation puts the molar mass at 954.9 g mol⁻¹. The multiplicity is 2. Its charge is +1. The frontier orbital gap (alpha / beta) comes out at 6.06 / 4.41 eV. The energy above the lowest of the compared OMol25 structures with the same formula, charge and spin is 3.293 eV. The value obtained for the LUMO energy (alpha / beta) is -4.199 / -5.827 eV. The expectation value of S² is 0.769. The electronic energy is -3148.08156 a.u.

Positions of all 90 atoms, in Å:
Ir 0.082 -1.060 -0.269
C 1.935 -1.957 2.249
P 0.128 -1.531 2.051
C -0.042 0.012 3.011
C -0.977 0.942 2.552
C -1.221 2.106 3.259
C -0.526 2.362 4.429
C 0.446 1.471 4.857
C 0.695 0.305 4.154
C -0.813 -2.805 2.946
C -1.879 -3.424 2.300
C -2.616 -4.399 2.946
C -2.283 -4.768 4.238
C -1.210 -4.170 4.880
C -0.474 -3.188 4.240
C 2.635 -0.935 1.453
C 3.804 -0.184 1.716
C 3.899 0.761 0.715
C 2.781 0.569 -0.140
C 2.202 1.416 -1.184
P 0.441 1.733 -0.520
C 0.822 3.340 0.271
C 1.305 3.364 1.576
C 1.660 4.569 2.155
C 1.540 5.750 1.438
C 1.070 5.729 0.135
C 0.720 4.529 -0.451
C -0.593 2.297 -1.888
C -0.361 2.061 -3.234
C -1.323 2.421 -4.161
C -2.498 3.025 -3.750
C -2.733 3.259 -2.404
C -1.790 2.882 -1.474
N 2.058 -0.485 0.314
H 2.072 -2.952 1.815
H 2.273 -1.982 3.287
H -1.512 0.758 1.630
H -1.952 2.810 2.886
H -0.730 3.256 4.997
H 1.016 1.684 5.749
H 1.467 -0.361 4.508
H -2.111 -3.166 1.278
H -3.438 -4.873 2.429
H -2.849 -5.530 4.748
H -0.949 -4.478 5.880
H 0.370 -2.735 4.738
H 4.470 -0.333 2.541
H 4.668 1.493 0.572
H 2.072 0.881 -2.130
H 2.758 2.339 -1.347
H 1.396 2.444 2.136
H 2.031 4.586 3.168
H 1.809 6.690 1.890
H 0.978 6.646 -0.428
H 0.366 4.518 -1.472
H 0.559 1.602 -3.565
H -1.147 2.226 -5.207
H -3.236 3.320 -4.478
H -3.642 3.745 -2.080
H -1.959 3.029 -0.416
C 2.678 -1.091 -5.497
C 3.075 -1.168 -4.166
C 2.139 -1.180 -3.155
C 0.762 -1.087 -3.453
C 0.375 -1.074 -4.814
C 1.320 -1.079 -5.809
N -0.170 -0.966 -2.479
N -1.417 -0.811 -2.834
C -2.353 -0.889 -1.906
C -3.717 -0.852 -2.258
C -4.685 -0.852 -1.284
C -4.324 -0.904 0.062
C -2.983 -0.969 0.421
C -1.959 -0.989 -0.514
H 3.414 -1.057 -6.286
H 4.126 -1.226 -3.923
H 2.452 -1.323 -2.133
H -0.681 -1.035 -5.030
H 1.005 -1.062 -6.841
H -3.979 -0.842 -3.305
H -5.730 -0.825 -1.556
H -5.084 -0.923 0.828
H -2.751 -1.035 1.476
F -0.880 -4.098 -1.098
C 0.246 -3.511 -0.591
F 0.380 -4.039 0.693
C 1.455 -4.067 -1.348
F 2.565 -3.403 -0.945
F 1.358 -3.895 -2.667
F 1.701 -5.361 -1.126

Forces on atoms 1 to 6 (eV/Å):
0.79 -1.19 -0.23
-0.55 -0.46 -0.15
1.20 0.37 0.32
-0.22 0.02 -0.42
-0.06 -0.09 0.10
-0.11 0.00 0.01